141
Properties=species:S:1:pos:R:3:forces:R:3 method="wB97M-V/def2-TZVPD" orbital_gap_ev=8.16 charge=+1 largest_force_ha_per_bohr=0.1058 total_energy_ha=-6577.2927 e_homo_ev=-11.2
C -4.6872 4.9730 1.7881 0.698 -0.034 -0.682
C -3.8774 4.4070 1.0790 -1.321 -0.547 0.422
N -3.0712 3.5235 0.1768 -1.765 2.473 1.801
C -4.0521 3.1945 -0.9254 -3.340 0.549 -4.260
O -3.9816 1.9152 -1.5021 0.688 0.547 1.428
C -4.4095 1.7810 -2.8515 -0.908 -1.201 -1.970
C -5.9722 1.4928 -3.0799 -0.059 -0.400 -0.730
O -6.0972 0.3726 -4.0050 0.598 1.534 0.345
C -5.7516 0.7590 -5.3526 -1.035 -0.627 -1.197
C -7.0331 0.5019 -6.3059 0.700 0.034 0.076
C -2.5587 2.3264 0.9764 1.626 -1.987 1.023
C -3.5397 1.3025 1.6460 -1.147 -1.383 0.327
I -4.3731 1.9487 3.6658 0.267 -0.186 -0.289
C -4.9016 0.6391 1.1508 -1.721 -0.334 1.304
C -6.2072 1.5828 1.0104 -0.285 -0.031 -0.418
I -4.8946 -0.9896 -0.3557 -0.043 0.651 0.473
P -1.3132 2.8879 2.4059 1.471 0.989 0.699
C -0.8597 1.3365 3.4373 0.179 -0.273 -0.267
O -1.9614 3.9511 3.5460 0.695 -1.335 0.017
C -1.3718 1.6523 0.0598 0.309 -1.808 -0.720
C -1.6223 0.1626 -0.4122 0.870 -1.280 -1.329
C -0.2403 -0.5733 -0.8658 -0.265 -0.396 1.725
C 0.0536 -1.8498 0.0857 0.970 0.179 -0.038
C 1.0283 -1.4781 1.3068 -1.254 -0.013 0.603
O 2.3644 -2.0608 1.0868 0.806 1.973 0.017
C 3.3598 -1.2344 1.6187 0.006 -0.416 1.288
O 3.4226 -0.9732 2.8076 -0.280 -0.292 -1.999
N -1.0027 2.4182 -1.1335 0.095 0.493 0.695
C -0.6971 3.8480 -0.9644 0.572 -1.325 0.210
C 0.7069 4.0828 -0.2411 1.191 0.241 0.869
C 2.0519 3.7957 -1.0399 0.422 0.333 0.180
C 2.3923 2.3086 -1.4017 2.022 1.090 -0.704
F 1.5846 1.6963 -2.3390 1.237 0.598 2.140
F 2.5725 1.5907 -0.2155 -0.941 0.391 -2.118
F 3.6830 2.3409 -2.0024 -2.196 -0.339 1.022
P -0.4369 4.4291 -2.7846 -0.189 0.608 -0.966
S -1.8865 4.0815 -4.0158 -0.349 -0.210 0.049
C -1.9686 4.5164 -0.2483 3.372 3.046 -0.622
S -1.5914 5.8352 1.0566 0.448 -1.009 1.007
O -2.4986 5.4974 -1.2299 -0.671 0.668 1.144
C -2.0266 6.7934 -1.0848 1.025 -1.505 -2.417
N -1.4108 7.6834 -1.5291 -1.372 -0.589 1.014
H -5.3468 5.6155 2.4231 1.018 -1.102 -0.920
H -5.1104 3.4517 -0.5731 1.627 -0.803 0.293
H -4.0038 3.8588 -1.8600 0.951 0.049 1.788
H -4.1377 2.6052 -3.5742 0.157 -0.395 1.373
H -3.8898 0.8459 -3.2588 -0.649 1.199 0.802
H -6.5276 1.1773 -2.1541 0.754 0.451 -0.848
H -6.4905 2.3675 -3.6018 0.648 -0.807 1.075
H -4.9096 0.0919 -5.7222 -0.849 0.926 0.578
H -5.4507 1.8450 -5.4423 -0.173 -1.155 0.292
H -7.4012 1.4654 -6.7643 0.438 -1.080 0.406
H -6.7013 -0.2125 -7.1179 -0.665 0.883 0.773
H -7.8897 0.0426 -5.7312 1.124 0.448 -0.509
H -2.9209 0.3993 1.9992 -0.677 1.654 -0.644
H -5.2174 -0.0284 2.0345 1.069 0.981 -1.415
H -6.0084 2.6634 1.2564 -0.032 -1.142 -0.205
H -6.6603 1.5478 -0.0223 0.659 -0.025 1.032
H -7.0354 1.2492 1.7220 1.298 0.272 -0.908
H -1.4978 1.2372 4.3629 0.544 -0.091 -1.154
H -0.8900 0.4044 2.7881 -0.179 1.005 0.926
H 0.2321 1.4501 3.7530 -1.422 0.158 -0.475
H -1.7576 3.6112 4.4496 -0.543 0.287 -0.745
H -0.3827 1.5330 0.6340 -1.539 0.585 0.005
H -2.0248 -0.5439 0.3665 0.028 1.255 -0.675
H -2.2660 0.0749 -1.3496 0.392 0.540 1.619
H 0.5902 0.1538 -0.6446 -0.616 -0.823 -0.888
H -0.2857 -0.9421 -1.9290 0.161 0.794 1.131
H 0.5864 -2.6556 -0.5185 -0.665 1.054 0.803
H -0.8899 -2.3220 0.4860 0.932 0.630 -0.471
H 0.6227 -1.8642 2.3022 0.521 0.338 -1.336
H 1.1445 -0.3522 1.4450 -0.150 -1.301 -0.363
H 4.1569 -0.8345 0.9108 -1.133 -0.824 0.372
H -1.5046 2.1749 -1.9901 -0.118 0.205 0.396
H 0.8733 5.1649 0.0912 -0.689 -1.377 -0.691
H 0.8250 3.4852 0.7259 -0.659 0.689 -1.339
H 2.2379 4.4813 -1.9331 -0.440 -1.200 1.012
H 2.8812 4.1091 -0.3136 -1.104 -0.661 -0.959
H 0.7087 3.7848 -3.3760 -0.423 0.357 1.130
H -0.0709 5.8264 -2.7362 0.002 -0.888 0.421
H -0.4478 5.4980 1.7394 -0.688 -0.354 -0.630
C 6.9020 -1.4216 -0.4727 0.067 0.382 0.800
C 6.8601 -1.2659 -1.9608 0.585 0.288 -0.461
O 6.7874 -2.5987 -2.4260 -0.493 0.110 0.686
C 6.1490 -3.2934 -1.4390 -0.383 -1.185 -0.084
O 5.6731 -4.3742 -1.5826 0.245 0.551 0.094
O 6.1167 -2.5919 -0.2684 -0.016 -0.100 -0.573
F 8.0051 -0.7116 -2.4239 -0.054 0.095 -0.144
H 7.9132 -1.5918 -0.0948 0.020 0.049 -0.235
H 6.4732 -0.5649 0.0484 -0.094 -0.167 0.019
H 5.9996 -0.7015 -2.3293 0.154 0.040 -0.105
C 5.6392 -2.5646 -5.9021 0.367 -0.838 -0.082
C 4.5015 -1.7522 -5.3618 0.131 0.280 0.377
O 4.7576 -0.4606 -5.8685 -0.117 -0.561 -0.298
C 5.4275 -0.6540 -7.0457 0.519 0.729 -1.090
O 5.5719 0.1822 -7.8769 -0.080 -0.396 0.519
O 5.9006 -1.9278 -7.1476 -0.416 0.487 0.252
F 4.5387 -1.6997 -4.0057 -0.295 0.049 0.188
H 6.5306 -2.5109 -5.2719 -0.188 0.105 0.141
H 5.3736 -3.6122 -6.0449 0.062 0.110 -0.188
H 3.5139 -2.0867 -5.6914 -0.026 0.038 0.206
C 4.1598 -4.3097 4.5872 0.901 0.220 -0.171
C 2.9077 -4.7367 3.8851 0.010 -0.682 -0.347
O 1.9465 -4.7580 4.9271 0.457 0.671 0.074
C 2.3650 -3.8182 5.8256 -0.174 0.369 0.877
O 1.6777 -3.3655 6.6891 0.241 -0.163 -0.438
O 3.6568 -3.4559 5.6099 -0.783 -0.206 -0.005
F 3.0306 -5.9884 3.3860 -0.142 0.015 -0.108
H 4.6936 -5.1474 5.0429 -0.202 -0.093 -0.108
H 4.8443 -3.7737 3.9297 -0.109 0.155 0.181
H 2.5792 -4.0544 3.0955 -0.018 -0.137 -0.053
C 0.4107 -4.2564 -3.9300 0.891 0.136 -0.130
C -0.8561 -4.6404 -4.6321 -0.140 -0.745 -0.256
O -1.8152 -4.6277 -3.5922 0.413 0.725 0.076
C -1.3706 -3.7065 -2.6930 -0.609 0.225 0.803
O -2.0433 -3.2339 -1.8295 0.398 -0.170 -0.387
O -0.0626 -3.3860 -2.9072 -0.582 -0.111 -0.051
F -0.7753 -5.8948 -5.1305 -0.086 0.050 -0.117
H 0.9152 -5.1120 -3.4743 -0.195 -0.088 -0.119
H 1.1133 -3.7444 -4.5875 -0.094 0.145 0.177
H -1.1615 -3.9483 -5.4216 -0.041 -0.160 -0.049
C -1.0337 -4.0056 4.7698 0.802 -0.359 0.136
C -2.3606 -4.6577 5.0151 -0.129 -0.214 0.718
O -3.2806 -3.5984 4.8005 0.468 0.143 -0.786
C -2.6825 -2.7755 3.8977 -0.256 0.580 -0.263
O -3.2441 -1.9264 3.2755 0.153 -0.005 0.157
O -1.3534 -3.0359 3.7800 -0.667 0.178 -0.127
F -2.4704 -5.0732 6.2966 -0.120 -0.083 -0.071
H -0.6399 -3.5025 5.6565 -0.166 -0.161 0.079
H -0.2852 -4.7052 4.4040 -0.124 0.173 -0.118
H -2.5887 -5.4853 4.3382 -0.093 -0.014 0.149
C 3.3737 0.0152 5.9283 -0.791 -0.622 -0.150
C 4.6496 0.0016 6.7123 0.477 -0.418 -0.150
O 5.2713 1.2146 6.3329 -0.740 0.154 0.201
C 4.2536 2.0698 6.0267 0.078 1.072 -0.234
O 4.3773 3.2498 5.9246 -0.095 -0.582 -0.060
O 3.0744 1.4064 5.8580 0.529 0.254 0.154
F 5.4439 -1.0282 6.3335 0.130 -0.017 0.121
H 3.4954 -0.3797 4.9177 0.243 -0.007 0.185
H 2.5734 -0.5343 6.4255 -0.023 0.214 0.032
H 4.5124 -0.0179 7.7967 0.158 -0.111 -0.047